[1]
Density functional theory data (the ωB97M-V functional and the def2-TZVPD basis) for a cluster of 7 separate species, C9H32O7S2 in total in a non-equilibrium geometry.

```
50
Properties=species:S:1:pos:R:3:forces:R:3:mulliken_charge:R:1
C -3.4061 1.4410 -2.2587 -0.2070 -0.5117 0.2168 -0.645
O -2.7302 0.3282 -2.8566 -0.1407 0.4648 -0.2108 -0.450
H -4.1661 1.0446 -1.5854 0.0810 -0.0491 0.0555 0.199
H -2.7105 2.0454 -1.6750 -0.0185 0.1870 -0.0995 0.235
H -3.9342 2.0356 -3.0043 0.1504 0.1520 -0.0076 0.324
H -2.4306 0.6584 -3.7097 0.1792 -0.2563 0.0243 0.303
C -0.2934 0.1058 0.0038 0.1126 -0.7281 0.2652 0.225
O -0.9038 -0.5920 1.0970 0.0141 0.2801 0.0640 -0.496
H 0.3406 -0.6097 -0.5212 0.0254 0.2716 -0.4052 -0.232
H -1.0451 0.5176 -0.6672 0.0852 0.0913 -0.1142 0.028
H 0.3670 0.8718 0.4007 -0.1785 0.1413 0.1198 0.137
H -1.2431 -1.4218 0.7489 -0.0673 0.0295 0.0325 0.305
C -0.9151 -2.9732 -2.4545 -0.0776 -0.2160 -0.6280 -0.079
O -0.9008 -2.6399 -3.8439 0.2711 0.3754 0.1461 -0.523
H -0.5521 -2.1766 -1.7982 -0.1469 0.1693 -0.1823 -0.136
H -1.9442 -3.2499 -2.2116 0.1724 -0.1516 0.5084 0.292
H -0.2146 -3.7988 -2.3462 -0.2181 -0.1270 0.1185 0.225
H -1.4089 -1.8315 -3.9619 -0.0315 -0.0549 0.0674 0.282
C 3.5119 3.0542 -1.7981 -0.9246 -1.7339 -0.4261 -0.578
O 2.9548 1.7154 -1.8993 0.0336 0.4056 -0.1882 -0.510
H 2.6919 3.7534 -1.6203 0.3232 0.2478 0.3712 0.230
H 4.2875 3.0156 -1.0343 0.0670 0.6339 -0.0694 0.256
H 3.8941 3.2406 -2.8001 0.3475 0.2256 0.2175 0.241
H 2.7348 1.3897 -1.0182 0.2017 0.1462 0.0792 0.333
C 3.1526 2.0553 1.8541 1.2882 0.2097 1.5580 -0.796
O 3.1538 0.9780 0.9357 -0.2412 0.3499 -0.1448 -0.282
H 3.7989 1.8233 2.7154 -0.2639 -0.3281 -0.0132 0.339
H 3.6843 2.9455 1.5051 -0.6464 0.0121 -0.7157 0.274
H 2.1833 2.2786 2.3001 -0.1973 0.0398 -0.5495 0.282
H 3.6137 0.2536 1.3569 -0.0007 -0.1633 -0.0704 0.254
C -5.3437 1.7124 3.2290 0.2279 0.0721 -0.0899 -0.863
S -4.4344 1.0081 4.6059 -0.0955 -0.4498 0.0405 0.466
O -5.3700 0.1992 5.4464 0.4129 0.1246 -0.4842 -0.618
C -3.3346 -0.1595 3.6883 0.1665 0.6620 1.1522 -0.845
H -5.8680 0.9986 2.5959 0.2102 -0.2127 0.0546 0.295
H -4.5527 2.2446 2.6950 -0.2830 0.0764 -0.2989 0.305
H -6.0709 2.4199 3.6215 0.1059 0.0539 0.1366 0.325
H -3.8832 -1.0416 3.3745 -0.0348 0.0480 -0.1797 0.336
H -2.6240 -0.3948 4.4843 -0.1642 -0.4956 0.0027 0.328
H -2.6934 0.3106 2.9426 -0.5160 0.0967 -0.3652 0.255
C 2.6351 -2.4926 0.5693 -0.6271 -0.2194 -0.4769 -0.259
S 3.4751 -3.3858 -0.7442 -0.5092 -0.0371 -0.8818 0.376
O 2.3923 -3.9217 -1.6482 0.7321 0.2559 0.7412 -0.563
C 4.0880 -1.8996 -1.5888 0.3716 -0.3087 -0.7199 -0.879
H 3.3189 -1.7394 0.9402 -0.1091 -0.0226 0.3622 0.025
H 2.2419 -3.1787 1.3159 0.4278 -0.0450 0.1787 0.412
H 1.7552 -2.0649 0.0866 0.1798 0.3565 0.0120 -0.108
H 3.2628 -1.4241 -2.1197 -0.1765 0.1621 0.4242 0.269
H 4.7660 -2.2279 -2.3810 -0.0334 -0.2508 0.1316 0.392
H 4.6691 -1.2211 -0.9668 -0.2779 0.0204 0.2403 0.314
```
Positions in Å, forces in eV/Å.

## Properties
- gap between HOMO and LUMO (eV) = 8.980
- total charge = 0
- E_LUMO (eV) = 0.17
- multiplicity = 1

[2]
Density functional theory data (the ωB97M-V functional and the def2-TZVPD basis) for a structure of composition C9H33N10NiO11 in a non-equilibrium geometry.

```
64
Properties=species:S:1:pos:R:3:forces:R:3:mulliken_charge:R:1
Ni 1.9743 2.4184 -1.8844 -3.0342 0.1894 0.4907 0.923
O -0.4637 -0.1352 -0.0194 0.6730 0.4078 -1.0033 -0.062
C -0.4586 0.8588 -0.9185 -0.6203 0.9833 -0.0394 1.097
O -1.4827 1.5277 -1.1039 -0.0534 -0.3618 -0.0181 -0.801
O 0.6475 1.0785 -1.5228 1.4379 -0.8124 -0.0533 -0.645
H 0.4931 -0.3301 0.0881 -0.1742 -0.3675 0.5950 -0.171
C -2.0473 0.1575 3.1061 0.8571 0.4300 -0.4463 -0.414
O -1.1094 -0.7827 2.5923 -0.1097 -0.1424 0.4356 -0.556
H -1.7060 1.1381 2.7437 -0.5544 0.1650 0.0847 -0.013
H -3.0412 -0.0601 2.7367 -0.1771 0.1671 0.2341 0.138
H -2.0193 0.2153 4.1921 0.0216 -0.4255 0.0181 0.332
H -0.7875 -0.4280 1.7577 -0.2131 -0.0256 0.1745 0.329
C -1.0882 -4.4455 -1.0746 -0.4738 0.0159 0.3865 -0.612
O 0.1238 -4.6183 -0.3428 -0.1117 0.0897 -0.7898 -0.509
H -1.5309 -3.4694 -0.8665 0.3130 0.0469 0.3133 0.145
H -0.9725 -4.4778 -2.1605 0.2275 -0.3697 0.0452 0.270
H -1.7975 -5.1889 -0.7070 -0.2088 0.0077 -0.4310 0.332
H 0.3158 -5.5602 -0.3426 0.1956 0.0345 0.1443 0.272
C 2.0136 1.1523 2.3304 0.3994 0.8620 0.5877 -0.691
O 1.7565 0.0105 1.5609 0.0236 -0.0526 -0.6295 -0.311
H 1.1139 1.7591 2.4665 -0.2611 -0.4193 -0.0563 0.172
H 2.3987 0.9189 3.3241 -0.1262 -0.1711 -0.0210 0.385
H 2.7385 1.8503 1.8793 0.1039 -0.3622 -0.2349 0.231
H 2.3001 -0.7353 1.8395 -0.1129 -0.0452 0.2289 0.185
C -0.0028 3.8606 -3.6141 -1.0660 0.2687 -0.6280 0.777
O 0.9598 3.0870 -3.3964 1.3864 0.0942 -0.0189 -0.735
N -1.2567 3.5051 -3.2929 1.2504 0.0370 0.1605 -0.229
N 0.1427 5.0026 -4.3359 0.0904 0.1380 0.5686 -0.434
H -2.0058 4.1540 -3.4520 -0.2589 -0.2406 0.1207 0.184
H -1.3256 2.6789 -2.6975 -0.4911 0.1316 0.1457 0.203
H 1.0594 5.3948 -4.4740 0.1406 -0.3097 0.0169 0.271
H -0.5758 5.7030 -4.2400 -0.0840 -0.0704 -0.2033 0.224
C 0.6049 3.9172 0.5441 -0.5094 -0.0619 -0.2138 0.502
O 1.1585 3.6406 -0.5552 1.0342 0.1274 -0.0891 -0.468
N 1.2189 4.6344 1.5025 -0.3519 -0.3207 -0.2183 -0.360
N -0.6788 3.5841 0.7567 0.1797 -0.0267 0.3253 -0.166
H 2.2049 4.8166 1.4776 0.0003 0.0798 -0.1065 0.241
H 0.6537 4.9909 2.2531 0.2762 0.0712 0.1787 0.197
H -1.0474 3.6005 1.6941 -0.0568 0.1308 -0.0264 0.245
H -1.1899 3.0075 0.0935 0.2371 -0.0028 -0.1600 0.110
C -5.0698 1.4516 0.3466 0.7970 -0.8225 -0.0262 0.481
O -6.0331 1.5010 1.0757 -0.2894 0.2286 -0.2825 -0.627
N -4.8322 2.3112 -0.7145 -0.3549 0.2570 0.5489 -0.348
N -4.0779 0.5080 0.5152 -0.0024 0.2345 -0.0898 -0.270
H -4.0473 2.1375 -1.3149 -0.1673 -0.1807 -0.2035 0.193
H -5.6849 2.6797 -1.1001 0.1752 0.2404 -0.1521 0.225
H -3.2531 0.4803 -0.0596 -0.0812 -0.0231 -0.0860 0.089
H -4.2842 -0.2795 1.0991 -0.0571 0.0562 0.1073 0.279
C 1.6689 -3.3819 2.7528 0.1549 -0.0147 0.1798 0.487
O 1.7978 -2.8658 3.8589 -0.0368 -0.0969 -0.2872 -0.668
N 2.4967 -4.4066 2.2821 -0.7191 0.7062 0.0760 -0.532
N 0.7191 -2.9913 1.8544 0.2356 0.2076 -0.4447 0.078
H 3.2075 -4.5957 2.9709 0.2436 -0.0105 -0.2308 0.285
H 2.8033 -4.1897 1.3287 0.1843 -0.5748 0.5124 0.374
H 0.1044 -2.2332 2.1074 -0.0583 -0.3297 0.3904 0.258
H 0.5319 -3.5450 1.0186 0.0747 0.1324 0.5023 0.204
C 3.3349 -3.8627 -1.4829 0.5923 -0.4925 -0.4177 0.685
O 3.4295 -3.7973 -0.2670 -0.2857 0.2333 -0.4213 -0.717
N 2.6418 -2.9589 -2.2366 -0.1167 0.4059 0.4473 -0.310
N 3.9320 -4.8752 -2.1920 -0.2550 0.2592 0.1261 -0.447
H 2.6629 -2.8881 -3.2353 -0.0121 -0.2998 -0.0291 0.173
H 2.0834 -2.3032 -1.7216 0.0419 0.0529 -0.0296 0.102
H 4.4443 -5.5503 -1.6542 0.1796 0.0864 -0.0285 0.240
H 4.1334 -4.7766 -3.1697 -0.0419 -0.1453 -0.0300 0.177
```
Positions in Å, forces in eV/Å.

## Properties
- gap between HOMO and LUMO (alpha / beta) (eV) = 5.606 / 5.111
- total charge = +1
- E_LUMO (alpha / beta) (eV) = -4.86 / -5.36
- relative energy (zero: lowest compared OMol25 entry of this formula, charge and spin) (kcal per mole) = 0.0
- multiplicity = 3

[3]
Density functional theory data (the ωB97M-V functional and the def2-TZVPD basis) for a cluster of 8 separate species, C9H33NO8 in total in a non-equilibrium geometry.

```
51
Properties=species:S:1:pos:R:3:forces:R:3:mulliken_charge:R:1
C -3.6922 3.8885 -0.9272 0.2364 -0.1215 -0.8000 -1.658
C -2.5893 2.9478 -1.5498 0.0149 2.6641 0.1937 1.359
C -1.2523 3.8083 -1.4164 0.1604 -2.7557 1.2582 -1.145
C -0.0097 2.8934 -1.5466 0.0382 -0.1726 -0.6394 -1.254
C -0.0178 1.6445 -0.6401 -1.1478 0.3728 -0.5624 -1.003
C -1.3759 0.8081 -0.6354 1.4741 0.6778 0.7672 1.372
N -2.5927 1.6866 -0.7167 1.2669 -0.0732 -2.0975 0.571
O -3.7875 1.0190 -0.7446 1.2422 0.4099 0.0907 -0.326
C -1.4121 -0.2253 -1.7601 0.1315 0.1015 -1.3979 -1.580
C -1.3494 0.0446 0.6824 -0.6233 -0.1716 0.1164 -1.755
C -2.7648 2.5810 -3.0459 -0.4904 -1.1550 0.4975 -1.641
H -4.6385 3.8884 -1.4682 -0.1548 -0.5866 0.3658 0.383
H -3.3781 4.9293 -1.0057 0.3407 -0.0983 -0.1247 0.436
H -3.7690 3.7167 0.1464 -0.3692 -0.1443 -0.0440 0.422
H -1.2213 4.6212 -2.1419 -0.3607 -0.1436 0.1105 0.450
H -1.2939 4.1718 -0.3896 0.2545 0.5267 -0.0765 0.474
H 0.8994 3.4829 -1.4272 0.0051 -0.0208 0.4339 0.411
H 0.0941 2.5536 -2.5770 -0.2189 -0.0487 -0.1985 0.404
H 0.2887 1.9070 0.3725 -0.5108 0.0947 0.1979 0.469
H 0.6978 0.8814 -0.9459 0.2060 0.2720 -0.2533 0.598
H -1.3164 0.1731 -2.7702 -0.1969 0.5334 0.0632 0.375
H -0.5016 -0.8222 -1.7074 -0.2145 -0.2785 0.5853 0.450
H -2.3107 -0.8417 -1.7857 0.1440 -0.0570 0.4172 0.436
H -2.0267 -0.8005 0.5593 -0.2000 0.0845 0.7645 0.458
H -0.3649 -0.3593 0.9186 0.1150 0.0389 -0.5069 0.235
H -1.5535 0.7222 1.5114 -0.4505 -0.2327 0.1214 0.462
H -3.4867 1.7649 -3.0772 0.1078 -0.1961 -0.3501 0.431
H -1.7995 2.2514 -3.4301 -0.2213 -0.0591 -0.1089 0.297
H -3.1713 3.3306 -3.7248 0.1479 0.5421 0.6430 0.408
H -4.1951 1.2596 0.0906 -0.7719 0.0213 0.5560 0.391
O 1.1744 -2.7164 4.8874 -0.2300 -0.2453 0.9309 -0.621
H 0.2422 -2.8801 4.7447 -0.1954 -0.0937 0.0761 0.292
H 1.5198 -2.5208 4.0164 0.2896 0.1447 -0.5646 0.405
O 2.0097 -2.2532 2.4493 -0.1234 0.0547 -0.3347 -0.644
H 1.7297 -1.4593 1.9938 0.2506 0.5285 -0.0218 0.299
H 2.5094 -2.7416 1.7950 0.2000 -0.4234 -0.1050 0.257
O 2.6944 -5.5939 4.1288 0.1688 -0.3778 -0.2150 -0.649
H 3.1287 -5.3962 4.9586 0.0387 0.0697 0.2309 0.304
H 2.1308 -4.8374 3.9667 -0.2235 0.3280 0.0199 0.354
O 4.4671 -0.6080 -0.4964 0.2812 0.5921 -0.3087 -0.696
H 4.0327 -1.4237 -0.2471 -0.2088 -0.6330 0.0911 0.408
H 5.2323 -0.8874 -0.9990 0.2877 0.1495 -0.0434 0.295
O 1.4121 -5.2134 1.3362 -0.1915 0.3596 -0.1053 -0.550
H 1.1442 -6.1246 1.4559 -0.0199 -0.2861 0.2106 0.298
H 1.9163 -5.2164 0.5225 0.2060 -0.0333 -0.1049 0.270
O 2.7047 0.3927 1.1593 -1.0309 0.0640 0.4771 -0.584
H 2.2589 1.1403 0.7611 0.0412 0.1989 0.0281 0.332
H 3.5235 0.3131 0.6699 0.6874 -0.1152 -0.3194 0.380
O 3.3861 -3.1126 -0.3092 -0.2227 -0.0680 0.2576 -0.702
H 2.6537 -3.0855 -0.9249 -0.3088 0.0352 -0.2077 0.306
H 4.0203 -3.7026 -0.7165 0.3492 -0.2733 -0.0141 0.315
```
Positions in Å, forces in eV/Å.

## Properties
- gap between HOMO and LUMO (alpha / beta) (eV) = 9.357 / 5.103
- total charge = +1
- E_LUMO (alpha / beta) (eV) = -2.78 / -7.04
- relative energy (zero: lowest compared OMol25 entry of this formula, charge and spin) (kcal per mole) = 0.0
- multiplicity = 2

[4]
Density functional theory data (the ωB97M-V functional and the def2-TZVPD basis) for a structure of composition C9H33O9 in a non-equilibrium geometry.

```
51
Properties=species:S:1:pos:R:3:forces:R:3:mulliken_charge:R:1
C -2.5511 -1.6934 -0.4103 1.2412 -3.4799 0.6457 -1.302
O -2.0326 -2.9818 -0.0427 -1.9520 1.4729 -0.4586 -0.961
H -3.1504 -1.7950 -1.3151 -0.5768 0.3530 -0.7101 0.273
H -3.1543 -1.2831 0.3995 -1.0952 0.3220 -0.0859 0.332
H -1.7418 -0.9815 -0.5728 -0.3302 -0.3782 -0.2317 0.894
C 3.0808 0.9600 0.6499 2.7310 -1.0870 -1.6748 0.047
O 4.0438 0.0355 0.1669 -1.1886 1.4661 1.2015 -0.959
H 3.5701 1.8597 1.0231 0.3095 0.9440 0.6131 0.274
H 2.3718 1.3178 -0.0966 0.0380 -0.0196 0.2602 -0.260
H 2.4353 0.6448 1.4698 0.9011 1.5867 0.3697 0.358
C 0.4018 -0.1050 -0.4791 1.9938 -2.2816 -0.6774 4.717
O 0.9954 -1.3785 -0.6759 -0.8423 2.8965 -0.8845 -0.976
H 1.0899 0.6739 -0.8075 -0.6258 0.1911 -0.1458 -2.253
H -0.5696 0.0469 -0.9497 0.0865 -0.0281 -0.3890 -2.104
H 0.2051 0.1349 0.5658 0.2474 0.3923 -0.3868 -0.095
C -0.6427 0.3028 -3.2730 -0.7210 0.3380 -0.2206 -1.026
O -1.7730 -0.4191 -2.7874 0.5795 0.2333 -1.1671 -0.350
H -0.6542 0.4398 -4.3543 -0.0596 -0.4551 -0.7632 0.306
H -0.7182 1.3337 -2.9270 0.3361 -0.4461 0.0334 0.108
H 0.3040 -0.1496 -2.9778 -0.4358 -0.4466 0.3505 0.339
H -2.5328 0.1216 -3.0155 -0.2699 -0.1455 0.1431 0.248
C 1.9656 1.6446 -2.6024 -0.0369 -1.4592 0.3274 0.053
O 2.4254 0.3320 -3.0164 0.3270 1.1609 -0.7028 -0.357
H 2.3994 1.7491 -1.6079 0.1351 0.6918 -0.5874 0.034
H 2.1924 2.4318 -3.3214 0.4332 0.2615 -0.0779 0.366
H 0.8864 1.5397 -2.4906 0.5845 0.8543 0.1905 -0.258
H 2.2508 0.3248 -3.9604 -0.0249 -0.4307 -0.1848 0.236
C -0.4494 -2.7626 2.3976 0.4515 -1.0307 -1.2319 -1.550
O 0.2634 -2.4199 1.2367 -4.5004 -6.4322 0.3428 -0.480
H -1.2364 -3.4839 2.1775 -0.3645 0.1261 -0.4405 0.224
H 0.2004 -3.3050 3.0843 0.4993 -0.2293 1.0193 0.476
H -0.9181 -1.9163 2.8998 0.0969 -0.0836 0.5451 0.540
H 0.7113 -1.5944 1.4356 -0.7514 -1.9509 -1.7942 0.723
C -1.7634 2.2531 -1.0314 -1.2101 0.4025 -0.5704 -0.537
O -0.8159 2.8711 -0.2120 0.3002 0.5104 0.3093 -0.545
H -2.7339 2.7346 -0.9115 -0.6032 0.0605 0.3731 0.356
H -1.5533 2.4635 -2.0801 0.4169 -0.0163 0.2784 0.369
H -1.8650 1.1809 -0.8636 0.0845 0.1429 -0.2119 0.187
H -1.0621 2.6353 0.6854 0.3864 -0.1799 0.0621 0.296
C 1.7170 -0.9157 3.2392 -0.9921 0.1850 0.6090 -1.208
O 1.2672 -0.8035 1.9345 4.4053 5.4149 4.5002 -0.655
H 1.6238 0.0916 3.6452 0.7902 0.2908 0.6404 0.375
H 0.9662 -1.4895 3.7825 0.3755 -0.2356 0.0338 0.482
H 2.7049 -1.3693 3.3195 0.1454 0.1418 0.0797 0.194
H 1.9406 -0.3104 1.4601 -0.0060 -0.8601 -1.2080 -0.067
C -1.6359 -0.1834 1.7231 1.5788 0.5627 -1.0711 0.163
O -2.1682 0.6849 2.6653 -1.9700 1.5836 2.3618 -0.621
H -0.5615 -0.1947 1.9061 -0.7661 -0.7740 0.1633 -0.093
H -2.1188 -1.1606 1.7194 0.2895 0.5543 0.2173 0.381
H -1.6891 0.3009 0.7481 -0.5322 -0.4875 0.1828 0.039
H -1.9215 1.5866 2.4471 0.0906 -0.2023 0.0228 0.267
```
Positions in Å, forces in eV/Å.

## Properties
- gap between HOMO and LUMO (eV) = 2.316
- total charge = -3
- E_LUMO (eV) = 7.01
- relative energy (zero: lowest compared OMol25 entry of this formula, charge and spin) (kcal per mole) = 220.8
- multiplicity = 1